Entry A
Here is a 2-piece molecular cluster, C5H14 overall from the OMol25 dataset. Energies are from wB97M-V/def2-TZVPD.

Bonds (Å) are listed after each position.
Positions of all 19 atoms, in Å:
1 C -2.40568 1.17788 -0.65478  C2 1.542, H4 1.096, H5 1.096, H6 1.090
2 C -1.27178 0.57703 -1.50983  C1 1.542, C3 1.530, H7 1.090, H8 1.086
3 C 0.08016 1.08477 -1.00323  C2 1.530, H9 1.096, H10 1.080, H11 1.097
4 H -3.39727 0.99195 -1.08252  C1 1.096
5 H -2.31777 2.27052 -0.67650  C1 1.096
6 H -2.29601 0.90905 0.39592  C1 1.090
7 H -1.33260 -0.50705 -1.41220  C2 1.090
8 H -1.52041 0.88826 -2.51983  C2 1.086
9 H 0.69778 0.21442 -0.75533  C3 1.096
10 H 0.47468 1.81521 -1.69460  C3 1.080
11 H 0.10922 1.42734 0.03885  C3 1.097
12 C 1.69854 -1.92000 0.82801  C13 1.533, H14 1.088, H15 1.087, H16 1.094
13 C 1.66427 -0.79505 1.86901  C12 1.533, H17 1.089, H18 1.095, H19 1.091
14 H 2.00515 -1.52399 -0.13747  C12 1.088
15 H 2.31575 -2.73768 1.18990  C12 1.087
16 H 0.68582 -2.30745 0.68483  C12 1.094
17 H 2.40014 -0.00421 1.73353  C13 1.089
18 H 0.71382 -0.25072 1.87647  C13 1.095
19 H 1.69621 -1.31029 2.82975  C13 1.091

Output
- Structure (SMILES): CCC.CC

***

Entry B
Here is a 2-piece molecular cluster, C5H14 overall from the OMol25 dataset. Energies are from wB97M-V/def2-TZVPD.

Bonds (Å) are listed after each position.
Positions of all 19 atoms, in Å:
1 C 1.43095 2.50054 0.93786  C2 1.564, H4 1.084, H5 1.100, H6 1.100
2 C 0.81421 1.27005 0.19505  C1 1.564, C3 1.538, H7 1.092, H8 1.102
3 C -0.62852 1.64151 -0.18814  C2 1.538, H9 1.093, H10 1.094, H11 1.098
4 H 2.07067 3.12232 0.32266  C1 1.084
5 H 0.63071 3.15524 1.31254  C1 1.100
6 H 1.69335 2.38294 2.00006  C1 1.100
7 H 0.88252 0.40105 0.85233  C2 1.092
8 H 1.52092 1.08627 -0.63068  C2 1.102
9 H -0.98285 2.42987 0.48053  C3 1.093
10 H -1.26694 0.75524 -0.12329  C3 1.094
11 H -0.79090 2.18976 -1.12511  C3 1.098
12 C -0.10607 -2.64224 -0.06958  C13 1.509, H14 1.087, H15 1.087, H16 1.087
13 C -1.28652 -2.56194 -1.00674  C12 1.509, H17 1.103, H18 1.079, H19 1.094
14 H 0.29532 -1.70731 0.31350  C12 1.087
15 H -0.26824 -3.25417 0.81455  C12 1.087
16 H 0.84375 -2.98432 -0.47138  C12 1.087
17 H -2.05700 -3.22936 -0.58536  C13 1.103
18 H -1.72227 -1.57546 -1.03395  C13 1.079
19 H -1.07310 -2.97998 -1.99483  C13 1.094

Output
- Structure (SMILES): CCC.CC

***

Entry C
Here is a 2-piece molecular cluster, C5H14 overall from the OMol25 dataset. Energies are from wB97M-V/def2-TZVPD.

Bonds (Å) are listed after each position.
Positions of all 19 atoms, in Å:
1 C -0.75342 -1.22162 0.74098  C2 1.528, H4 1.097, H5 1.082, H6 1.103
2 C -1.60155 -0.32785 -0.16253  C1 1.528, C3 1.534, H7 1.096, H8 1.081
3 C -2.94401 -0.01798 0.51148  C2 1.534, H9 1.091, H10 1.098, H11 1.089
4 H -0.08953 -1.93310 0.23409  C1 1.097
5 H -0.23969 -0.57618 1.44113  C1 1.082
6 H -1.43528 -1.91906 1.25618  C1 1.103
7 H -1.06144 0.61940 -0.27730  C2 1.096
8 H -1.79540 -0.68893 -1.16233  C2 1.081
9 H -2.76233 0.33109 1.52939  C3 1.091
10 H -3.44167 0.81906 0.00356  C3 1.098
11 H -3.54893 -0.92240 0.46740  C3 1.089
12 C 2.14246 1.03982 0.07947  C13 1.527, H14 1.100, H15 1.084, H16 1.088
13 C 2.84086 0.44454 -1.14101  C12 1.527, H17 1.084, H18 1.091, H19 1.092
14 H 1.20853 1.47718 -0.30209  C12 1.100
15 H 1.85708 0.22452 0.73444  C12 1.084
16 H 2.70897 1.85118 0.53289  C12 1.088
17 H 3.53796 -0.35999 -0.93498  C13 1.084
18 H 3.29989 1.19108 -1.79096  C13 1.091
19 H 2.07753 -0.03076 -1.75982  C13 1.092

Output
- Structure (SMILES): CCC.CC

***

Energetically preferred structure: entry C | next structure: +29.4 kJ/mol

***

Entry A
Here is a 2-piece molecular cluster, C5H14 overall from the OMol25 dataset. Energies are from wB97M-V/def2-TZVPD.

Bonds (Å) are listed after each position.
Positions of all 19 atoms, in Å:
1 C 1.60843 -0.15117 1.69008  C2 1.553, H4 1.205, H5 1.086, H6 1.058
2 C 0.06375 -0.05607 1.55609  C1 1.553, C3 1.563, H7 1.092, H8 1.065
3 C -0.84486 -1.31086 1.76259  C2 1.563, H9 1.096, H10 1.045, H11 1.175
4 H 2.16289 -1.18035 1.98334  C1 1.205
5 H 1.93213 -0.04351 0.65938  C1 1.086
6 H 1.90714 0.53434 2.43842  C1 1.058
7 H -0.09532 0.42310 0.58798  C2 1.092
8 H -0.40164 0.47435 2.35392  C2 1.065
9 H -1.41194 -1.23559 2.69733  C3 1.096
10 H -0.30419 -2.19880 1.65500  C3 1.045
11 H -1.48514 -1.34035 0.77798  C3 1.175
12 C -1.13101 0.70585 -2.13446  C13 1.508, H14 1.131, H15 1.082, H16 1.110
13 C 0.34301 0.86333 -2.41247  C12 1.508, H17 1.134, H18 1.149, H19 1.169
14 H -1.32417 1.20505 -1.13840  C12 1.131
15 H -1.69405 1.15309 -2.94316  C12 1.082
16 H -1.66931 -0.25508 -1.99969  C12 1.110
17 H 0.90811 0.14323 -1.74348  C13 1.134
18 H 0.81029 1.91144 -2.36254  C13 1.149
19 H 0.62590 0.35798 -3.42791  C13 1.169

Output
- Structure (SMILES): CCC.CC

***

Entry B
Here is a 2-piece molecular cluster, C5H14 overall from the OMol25 dataset. Energies are from wB97M-V/def2-TZVPD.

Bonds (Å) are listed after each position.
Positions of all 19 atoms, in Å:
1 C -0.93758 -0.72205 -0.44253  C2 1.510, H4 1.091, H5 1.102, H6 1.126
2 C -1.34133 0.35274 -1.42327  C1 1.510, C3 1.514, H7 1.105, H8 1.081
3 C -2.59082 1.14417 -1.09946  C2 1.514, H9 1.093, H10 1.091, H11 1.107
4 H -1.80114 -1.24120 -0.02463  C1 1.091
5 H -0.27678 -0.20193 0.26914  C1 1.102
6 H -0.28986 -1.44428 -1.01373  C1 1.126
7 H -0.56961 1.01726 -1.85095  C2 1.105
8 H -1.40409 -0.04626 -2.42583  C2 1.081
9 H -3.45866 0.60302 -0.71510  C3 1.093
10 H -2.28191 1.78517 -0.27281  C3 1.091
11 H -2.85678 1.69097 -2.02487  C3 1.107
12 C 2.52241 -0.89290 0.83501  C13 1.574, H14 1.099, H15 1.134, H16 1.072
13 C 2.05252 0.20322 1.86250  C12 1.574, H17 1.095, H18 1.073, H19 1.097
14 H 3.14740 -1.48275 1.52065  C12 1.099
15 H 1.55941 -1.48473 0.74211  C12 1.134
16 H 3.10888 -0.64954 -0.02887  C12 1.072
17 H 1.40168 0.86753 1.28448  C13 1.095
18 H 2.75353 0.82086 2.39097  C13 1.073
19 H 1.26274 -0.31929 2.41720  C13 1.097

Output
- Structure (SMILES): CCC.CC

***

Energetically preferred structure: entry B | next structure: +40.6 kJ/mol